DFT (the ωB97M-V functional and the def2-TZVPD basis) results for 12 unconnected molecules or ions with the total composition C24H72O24 in a non-equilibrium geometry.

Computed properties:
LUMO = 0.262 eV
Energy relative to the best compared isomer or geometry (same formula, charge and spin) = 49.16 kcal/mol
Electronic energy = -2763.15181 hartree
Orbital gap = 9.636 eV
Structure (SMILES) = OCCO.OCCO.OCCO.OCCO.OCCO.OCCO.OCCO.OCCO.OCCO.OCCO.OCCO.OCCO

XYZ file:
```
120
C24H72O24 | the Open Molecules 2025 dataset | the ωB97M-V functional and the def2-TZVPD basis
O -2.168 1.125 -3.920
O -2.730 -2.824 2.141
O -5.305 4.868 -0.501
O -1.768 -1.292 -0.071
O 2.226 -5.130 -3.076
O 0.695 -2.311 -2.196
O -1.015 -4.429 -1.228
O -0.078 3.283 1.034
O -3.385 3.863 -2.984
O 5.141 2.232 2.558
O 4.249 -1.148 2.199
O -3.497 -1.276 -4.512
O 0.331 0.468 1.385
O -2.566 3.874 -0.184
O 2.506 2.454 3.932
O 0.068 -3.149 1.061
O -0.036 3.110 4.068
O -0.222 -0.710 -4.226
O 3.941 -3.989 2.933
O -0.740 -1.380 -6.963
O -4.023 -0.671 -1.606
O 3.047 0.922 6.404
O 4.269 0.845 0.153
O -0.192 -1.610 3.338
C 3.126 -2.024 2.111
C 0.182 -0.404 -6.530
C 0.370 4.156 2.014
C 2.565 -3.742 -2.937
C -1.015 -0.228 -0.507
C 0.850 -0.622 -5.140
C -1.603 2.476 -4.003
C -4.296 -1.912 -2.235
C -1.550 -1.135 3.405
C -2.686 -2.199 3.420
C 3.091 -2.972 3.286
C -4.133 5.659 -0.154
C -0.448 4.184 3.296
C -3.218 4.830 0.654
C -0.202 -5.223 -0.354
C -3.261 -2.111 -3.358
C -0.126 -4.594 1.053
C -2.557 3.635 -4.160
C 3.930 2.218 0.411
C 1.891 -2.881 -1.825
C 2.336 1.057 4.173
C 4.952 2.940 1.328
C 0.378 -0.126 0.068
C 1.960 0.711 5.583
H 2.723 -5.517 -3.801
H -0.928 2.555 -4.855
H 1.338 -1.591 -5.238
H 0.069 -2.888 -1.753
H 3.559 -4.799 3.278
H 2.718 -2.218 -1.571
H 5.046 -1.598 1.909
H -1.027 2.781 -3.129
H -2.432 5.414 1.133
H -2.617 -2.192 1.427
H 3.707 1.418 5.914
H -4.174 -2.566 -1.371
H -4.185 0.046 -2.224
H -3.809 4.443 1.484
H -2.786 4.077 -2.265
H 0.715 -5.055 1.572
H -1.576 -0.696 4.402
H 0.030 -1.274 -3.491
H -3.656 -1.751 3.635
H -0.644 -2.800 0.521
H -0.042 -0.136 2.032
H -1.946 -4.534 -1.023
H -0.063 3.330 5.002
H 0.060 2.431 1.454
H 1.000 1.126 5.890
H -3.375 -3.131 -3.725
H 3.964 2.812 -0.503
H -3.132 -0.402 -4.353
H 1.633 0.629 3.459
H 2.116 -3.332 3.614
H 1.019 -0.377 -7.227
H -1.492 4.206 2.985
H 1.022 0.484 -0.565
H 1.679 2.781 4.293
H 1.626 -3.521 -0.984
H -2.253 -1.981 -2.963
H 3.651 -3.781 -2.852
H -1.059 -4.801 1.578
H -0.847 -0.272 -1.583
H -2.592 -1.111 -0.528
H -1.741 3.485 0.117
H 2.461 -3.305 -3.930
H -0.198 0.618 -6.535
H 0.795 -5.295 -0.790
H 1.892 -0.377 5.598
H -2.399 -2.960 4.145
H -1.393 0.558 -3.925
H 0.939 -1.054 0.185
H 5.901 3.168 0.844
H 2.947 -2.557 1.177
H -2.037 4.582 -4.308
H 1.634 0.063 -4.818
H 4.067 0.315 0.927
H -0.645 -6.216 -0.279
H -5.138 4.223 -1.192
H -0.031 -2.214 2.610
H 0.266 5.168 1.622
H -1.702 0.615 -0.437
H 4.506 3.904 1.573
H 3.469 -2.541 4.214
H 4.252 2.154 2.913
H -1.361 -1.597 -6.264
H -3.298 3.402 -4.924
H 2.224 -1.454 2.337
H -5.331 -2.026 -2.556
H 2.935 2.208 0.855
H -0.197 5.127 3.783
H 3.339 0.679 3.977
H 1.437 4.083 2.225
H -4.509 6.540 0.367
H -3.725 6.014 -1.100
H -1.686 -0.338 2.674
```

---

DFT (the ωB97M-V functional and the def2-TZVPD basis) results for 10 unconnected molecules or ions with the total composition C24H74N6O10 in a non-equilibrium geometry.

Computed properties:
2S+1 = 2
Charge = -1
LUMO (spin up / spin down) = 2.019 / 1.983 eV
Energy relative to the best compared isomer or geometry (same formula, charge and spin) = 44.52 kcal/mol
Electronic energy = -2039.47714 hartree
Orbital gap (spin up / spin down) = 1.654 / 8.575 eV

XYZ file:
```
114
C24H74N6O10 | the Open Molecules 2025 dataset | the ωB97M-V functional and the def2-TZVPD basis
O 18.559 20.755 -6.268
O 23.941 18.033 -2.367
O 16.356 24.071 -8.193
O 20.282 17.686 0.419
O 21.875 26.578 -1.245
O 21.633 21.628 -3.792
O 19.906 25.225 3.605
O 21.119 21.053 -6.507
O 15.704 20.015 -0.906
O 14.825 21.758 -2.801
N 26.312 18.426 -4.116
N 16.605 22.342 -4.942
N 21.589 22.870 3.596
N 19.003 28.849 -1.603
N 18.980 20.741 1.940
N 18.634 21.681 -1.647
C 20.752 29.140 0.238
C 22.953 21.097 -3.714
C 22.693 26.893 -2.348
C 20.345 24.637 2.368
C 16.177 23.393 -5.827
C 22.294 23.355 1.302
C 20.512 26.978 -1.274
C 23.191 17.875 -1.102
C 21.667 23.943 2.588
C 16.501 24.746 -5.204
C 20.582 19.350 3.002
C 26.029 16.145 -4.935
C 25.353 17.335 -4.253
C 19.791 16.791 -0.614
C 19.677 23.572 -2.806
C 20.785 21.238 -2.620
C 19.353 18.714 0.780
C 24.683 16.975 -2.909
C 20.323 28.458 -1.125
C 19.039 26.363 3.398
C 19.975 19.756 1.652
C 16.578 23.494 -9.487
C 19.456 22.028 -2.795
C 16.724 23.143 -7.202
H 21.541 21.565 -5.816
H 22.472 24.607 2.902
H 17.632 23.555 -9.760
H 16.146 25.537 -5.864
H 18.808 26.958 4.281
H 18.263 21.457 -5.689
H 25.312 15.470 -5.404
H 15.721 19.061 -0.989
H 20.450 25.348 1.549
H 23.999 16.152 -3.112
H 18.703 23.983 -3.072
H 18.116 26.049 2.910
H 18.854 21.742 -3.658
H 19.577 21.519 2.182
H 23.796 17.407 -0.325
H 15.257 21.108 -2.247
H 14.048 21.311 -3.136
H 20.091 26.480 -2.147
H 23.052 20.014 -3.640
H 22.260 17.316 -1.195
H 16.066 21.595 -5.355
H 23.151 18.906 -0.751
H 19.574 23.919 2.088
H 20.373 15.869 -0.615
H 18.909 29.852 -1.529
H 20.690 30.221 0.108
H 19.920 19.431 3.864
H 16.309 22.439 -9.547
H 16.141 22.461 -4.053
H 23.661 21.681 -3.126
H 21.550 19.822 3.172
H 24.563 17.772 -4.865
H 20.729 20.397 1.195
H 23.367 21.411 -4.672
H 19.944 26.553 -0.446
H 15.927 24.069 -10.145
H 18.786 19.179 -0.027
H 26.780 16.447 -5.664
H 17.574 24.941 -5.226
H 19.433 21.026 -6.548
H 23.268 27.818 -2.336
H 21.026 28.874 -1.847
H 18.618 20.671 -1.634
H 25.300 16.429 -2.195
H 19.991 23.956 -1.835
H 21.820 20.508 -6.864
H 23.200 22.814 1.573
H 21.790 28.845 0.391
H 19.941 17.158 -1.629
H 23.440 26.120 -2.527
H 17.792 22.927 -7.199
H 26.443 15.336 -4.333
H 20.413 23.692 -3.602
H 18.989 28.791 -2.611
H 19.523 27.093 2.748
H 21.680 22.662 0.728
H 17.681 21.935 -1.864
H 18.704 21.129 1.049
H 18.726 16.686 -0.410
H 25.846 18.956 -3.393
H 21.531 23.382 4.465
H 16.160 24.830 -4.172
H 20.134 28.808 1.072
H 15.503 20.171 0.017
H 21.346 21.462 -1.713
H 15.132 23.166 -6.035
H 22.124 27.075 -3.260
H 22.490 22.420 3.659
H 20.646 20.161 -2.718
H 16.303 22.188 -7.518
H 22.591 24.076 0.540
H 26.137 19.024 -4.910
H 20.838 18.297 2.881
H 18.668 18.105 1.370
```

---

DFT (the ωB97M-V functional and the def2-TZVPD basis) results for 18 unconnected molecules or ions with the total composition C24H78Br3INO20P in a non-equilibrium geometry.

Computed properties:
LUMO = -0.741 eV
Electronic energy = -10881.43329 hartree
Orbital gap = 8.554 eV

XYZ file:
```
128
C24H78Br3INO20P | the Open Molecules 2025 dataset | the ωB97M-V functional and the def2-TZVPD basis
I -3.740 -5.750 1.173
Br -3.109 -2.366 -0.438
Br 4.253 -2.306 1.148
Br 1.983 0.822 1.369
P -2.371 -0.182 1.837
O -0.617 -9.043 0.511
O -3.823 4.063 -4.710
O -2.673 3.046 -1.200
O 1.691 5.472 3.158
O 0.925 4.330 -0.699
O -0.591 -2.228 1.018
O 1.724 9.367 4.209
O 10.968 -1.647 -2.933
O -0.383 -0.568 -0.661
O -0.417 2.128 -3.766
O -5.017 -3.227 2.099
O -0.477 -6.282 -5.044
O -7.149 8.419 -1.153
O 2.909 1.886 4.492
O -3.582 7.158 2.000
O -0.358 -4.326 -0.678
O -2.689 3.322 2.885
O 7.758 -2.257 0.015
O -2.716 -8.291 -2.033
O 1.796 -8.071 -0.721
N -2.068 0.034 3.393
C 1.935 -2.162 3.028
C -0.562 0.839 -4.342
C -3.752 -7.776 -2.858
C -2.173 4.362 -1.423
C 0.084 -1.237 0.272
C 2.289 -2.185 1.470
C -3.745 2.665 -4.470
C -7.294 7.123 -1.717
C 2.369 -8.102 -2.019
C 2.181 4.639 -0.109
C 0.197 -4.347 -1.986
C 0.940 -6.379 -5.010
C -0.454 -10.041 1.506
C 3.047 8.906 3.973
C 8.406 -3.250 0.798
C 0.726 6.222 3.885
C -1.987 -1.933 1.198
C 9.666 -1.451 -2.395
C 1.643 -0.978 0.624
C -2.506 -2.980 2.341
C -3.882 -3.700 1.975
C -4.609 7.675 1.163
C -3.717 3.844 2.050
C 1.606 2.074 5.027
H 8.187 -4.241 0.392
H -1.365 0.788 3.435
H -3.623 -8.164 -3.868
H -5.586 7.364 1.542
H -4.753 2.249 -4.392
H -1.194 -9.881 2.290
H -6.493 6.942 -2.438
H 2.821 -7.133 -2.244
H -3.223 2.192 -5.302
H 0.673 -3.386 -2.202
H 2.806 1.701 3.549
H -2.853 -7.933 -1.146
H -3.726 7.519 2.883
H -2.859 5.080 -0.972
H 2.061 4.738 0.973
H 0.946 -5.138 -2.038
H 1.014 1.166 4.885
H 3.736 9.400 4.664
H 2.544 5.581 -0.519
H -3.698 -6.684 -2.881
H 3.137 -8.875 -2.048
H 10.863 -1.834 -3.873
H -1.189 4.463 -0.963
H -7.235 6.384 -0.918
H 0.049 -9.207 -0.170
H -1.707 -3.803 2.418
H 1.365 -5.466 -5.426
H 3.080 7.829 4.138
H -4.724 -8.093 -2.471
H 1.814 -3.144 1.041
H -2.635 -2.490 3.359
H 0.380 7.048 3.264
H 0.548 -9.974 1.936
H -0.829 -7.100 -4.671
H 1.119 2.917 4.529
H -2.049 2.431 -1.608
H -0.122 5.581 4.140
H 1.979 4.749 3.730
H -0.502 0.090 -3.552
H 1.120 -7.379 -0.724
H -2.831 3.682 3.769
H -3.192 2.483 -3.546
H -0.474 2.769 -4.486
H 1.274 -6.496 -3.977
H 1.182 6.620 4.795
H -4.694 3.532 2.432
H 1.724 10.320 4.056
H 1.898 -1.113 3.485
H 1.264 -7.236 -5.607
H -3.655 4.934 2.028
H -2.105 4.551 -2.498
H 2.735 -2.729 3.629
H -0.604 -11.030 1.064
H 1.595 -8.333 -2.755
H 9.482 -3.077 0.765
H 0.892 -2.607 3.152
H -3.583 3.453 1.040
H -8.265 7.042 -2.212
H 8.061 -3.187 1.833
H 9.752 -1.237 -1.331
H -0.589 -4.546 -2.719
H 3.332 9.123 2.941
H -1.019 -3.614 -0.658
H -1.533 0.765 -4.837
H 6.810 -2.432 0.060
H -4.471 7.282 0.156
H 0.630 3.494 -0.317
H 1.691 2.285 6.093
H 2.170 -1.009 -0.399
H -4.288 4.455 -3.961
H 9.070 -2.356 -2.534
H 0.240 0.667 -5.064
H 9.184 -0.606 -2.895
H -4.549 8.765 1.137
H -7.205 9.053 -1.878
H 2.898 3.845 -0.336
H -3.746 0.080 1.466
H -1.589 0.794 1.114
```

---

DFT (the ωB97M-V functional and the def2-TZVPD basis) results for 15 unconnected molecules or ions with the total composition C24H78N2O15 in a non-equilibrium geometry.

Computed properties:
LUMO = 0.087 eV
Energy relative to the best compared isomer or geometry (same formula, charge and spin) = 0.00 kcal/mol
Electronic energy = -2199.04166 hartree
Orbital gap = 8.939 eV

XYZ file:
```
119
C24H78N2O15 | the Open Molecules 2025 dataset | the ωB97M-V functional and the def2-TZVPD basis
O 1.113 -2.286 -1.947
O 2.655 1.861 4.553
O -1.826 -1.736 -2.215
O 2.655 1.019 -0.704
O 4.653 -1.828 0.097
O -1.067 -3.934 -0.832
O -1.398 2.193 -2.528
O 1.793 -3.348 0.715
O 2.298 3.957 -0.176
O 1.274 -0.726 0.952
O -5.136 -2.714 3.381
O -3.298 1.784 2.345
O -5.087 -0.132 -1.036
O -2.655 3.226 0.247
O -0.522 -1.018 -5.924
N -1.440 1.013 -5.104
N -0.193 -0.093 -3.787
C -2.496 1.200 3.386
C -0.116 -0.671 1.053
C 0.439 -3.608 2.803
C -3.944 -2.210 3.984
C 3.141 4.651 -1.032
C 0.298 3.378 -3.738
C 4.786 -1.695 1.481
C 2.693 6.082 -0.607
C -2.173 4.854 1.983
C -0.650 -4.902 -1.781
C 2.916 0.501 -1.982
C 2.147 -3.011 -2.505
C -3.781 0.010 -0.557
C -2.782 -2.466 -3.068
C -2.919 -2.311 2.854
C -1.075 1.798 3.349
C -0.536 0.505 0.122
C 2.121 -2.687 -3.955
C -0.730 -0.064 -4.952
C 1.700 -3.982 2.036
C -0.149 2.901 -2.347
C 2.899 0.883 3.554
C 2.067 -0.233 3.900
C -1.657 4.097 0.703
H -1.934 -2.024 3.258
H -1.140 2.830 3.594
H -2.979 -3.511 -2.742
H -0.472 3.970 -4.127
H 0.342 -4.190 3.697
H -1.364 4.746 -0.107
H 2.352 3.083 -0.582
H -1.557 0.867 0.318
H -2.495 4.157 2.734
H 1.662 -5.074 1.884
H -1.356 5.356 2.446
H -0.343 0.676 -3.243
H -1.350 -3.170 -1.312
H -0.256 3.744 -1.698
H 2.559 -3.821 2.672
H -2.937 2.644 0.960
H -3.671 -1.855 -3.148
H -1.993 1.119 -5.873
H 0.637 2.524 -4.295
H 0.152 1.284 0.236
H 2.879 -3.378 -4.406
H -3.620 -2.772 4.848
H 1.524 -1.654 1.025
H -3.695 0.578 0.340
H -1.403 -1.167 -2.817
H -2.421 -2.564 -4.109
H 3.935 0.581 3.634
H 1.966 0.471 -0.251
H 2.329 -0.579 4.951
H -0.411 -3.946 2.228
H 2.741 1.430 2.584
H 4.461 -2.756 -0.010
H -1.505 1.733 -4.320
H 3.081 -2.498 -2.134
H -1.447 -5.394 -2.297
H -3.008 -3.256 2.360
H -0.536 1.658 2.400
H 2.885 4.489 -2.046
H 3.314 2.552 4.363
H -3.046 0.479 -1.244
H -5.126 -3.701 3.444
H -3.073 -1.551 2.039
H 2.246 -1.641 -4.242
H 3.006 6.822 -1.370
H 2.055 0.420 -2.639
H 1.244 3.977 -3.682
H 0.474 -0.841 -3.419
H 0.476 -2.535 3.121
H -0.494 0.144 -0.892
H 0.600 2.283 -1.887
H -0.787 3.416 0.882
H -5.555 -0.693 -0.441
H 3.440 -0.436 -1.773
H 4.223 4.408 -0.863
H -2.438 0.136 3.112
H 1.628 6.175 -0.629
H -2.971 1.283 4.380
H 0.993 -0.034 3.876
H 3.860 -1.901 1.944
H 0.086 -5.643 -1.304
H 3.036 6.343 0.411
H 2.160 -1.145 3.308
H -3.353 -0.947 -0.230
H -0.522 -1.625 0.633
H -2.219 2.714 -2.406
H 2.172 -4.064 -2.260
H -4.075 -1.213 4.347
H -0.410 1.434 4.124
H 5.638 -2.313 1.956
H 3.678 1.120 -2.404
H 2.579 -3.739 0.355
H -4.177 1.397 2.458
H 0.990 -2.627 -1.068
H -2.922 5.632 1.856
H -0.195 -4.334 -2.556
H 5.220 -0.739 1.635
H 1.178 -3.075 -4.331
H -0.520 -0.510 2.066
```